Entry 1:
Molecular formula: C40H50N6O3RbS3
Method: DFT, ωB97M-V/def2-TZVPD

HOMO level (alpha / beta)	0.1572 / -1.8239	eV
energy relative to the best compared isomer or geometry (same formula, charge and spin)	0.0000	eV
maximum force	0.0206	hartree/bohr
total charge	-2
⟨S²⟩	0.768
electronic energy	-90535.79051	eV
2S+1	2

Last column: natural (NBO) charge in e.
Positions of all 103 atoms, in Å:
Rb: -0.0145 -0.1441 0.6794  0.90
O: 0.9631 0.6881 2.8122  -0.68
N: 0.6241 1.8497 3.3073  0.00
C: -0.6071 1.9617 3.8631  0.02
C: -1.0759 3.1302 4.3989  -0.29
C: -0.2376 4.2479 4.3473  -0.22
C: 1.0008 4.1295 3.7754  -0.27
C: 1.5005 2.9202 3.2262  0.00
S: 3.0185 2.7693 2.4859  -0.38
H: -1.1726 1.0439 3.8185  0.22
H: -2.0761 3.1620 4.8051  0.21
H: -0.5635 5.2031 4.7411  0.20
H: 1.6687 4.9776 3.7100  0.22
N: 2.8549 0.1417 -0.3839  -0.84
C: 3.6595 0.1499 -1.4908  0.29
C: 4.9679 0.6419 -1.3841  -0.30
C: 5.8053 0.7161 -2.4822  -0.22
C: 5.3540 0.3044 -3.7280  -0.30
C: 4.0558 -0.1822 -3.8324  -0.19
C: 3.1826 -0.2900 -2.7532  -0.11
C: 1.7883 -0.8170 -2.9902  -0.13
C: 1.6554 -1.8299 -3.9531  -0.25
C: 0.4042 -2.2581 -4.3708  -0.25
C: -0.7258 -1.6796 -3.8081  -0.27
C: -0.5667 -0.7267 -2.8032  -0.22
C: 0.6713 -0.2498 -2.3363  -0.45
H: 3.2342 0.3179 0.5327  0.41
H: 2.0207 -0.4070 -0.4821  0.39
H: 5.3082 0.9792 -0.4111  0.20
H: 6.8090 1.1081 -2.3582  0.19
H: 5.9886 0.3741 -4.6030  0.19
H: 3.6787 -0.4733 -4.8063  0.20
H: 2.5422 -2.2962 -4.3746  0.19
H: 0.3148 -3.0517 -5.1047  0.19
H: -1.7156 -1.9796 -4.1383  0.19
H: -1.4855 -0.3168 -2.3687  0.15
C: -1.5769 2.5895 -2.3254  -0.44
N: -2.3243 2.3110 -1.1097  -0.64
C: -1.8199 2.5077 0.1415  0.78
N: -0.7704 3.3899 0.2708  -0.85
O: -2.2773 1.9052 1.1112  -0.71
H: -2.2198 2.3712 -3.1765  0.21
H: -0.6715 1.9762 -2.4125  0.24
H: -1.3154 3.6487 -2.3784  0.18
H: -2.9774 1.5367 -1.1158  0.42
H: -0.1356 3.4805 -0.5073  0.40
H: -0.3106 3.3338 1.1690  0.41
O: -1.0421 -2.5391 0.6238  -1.13
S: 0.2492 -3.3013 0.2274  1.17
C: -0.2832 -4.4252 -0.9618  -0.30
C: 0.5830 -4.7887 -2.0163  -0.23
C: 0.2888 -5.8645 -2.8160  -0.23
C: -0.8629 -6.6475 -2.5884  -0.31
C: -1.7092 -6.2992 -1.5436  -0.21
C: -1.4520 -5.2048 -0.7326  -0.31
C: 0.5774 -4.2592 1.6771  -0.21
C: -0.4504 -4.7771 2.4734  -0.28
C: -0.1465 -5.7250 3.4454  -0.20
C: 1.1581 -6.1472 3.6465  -0.27
C: 2.1823 -5.6170 2.8534  -0.23
C: 1.8933 -4.6939 1.8686  -0.23
H: 1.4620 -4.1861 -2.2091  0.22
H: 0.9480 -6.0951 -3.6455  0.19
H: -1.0885 -7.4975 -3.2198  0.19
H: -2.6089 -6.8805 -1.3629  0.19
H: -2.1531 -4.9299 0.0432  0.21
H: -1.4612 -4.4137 2.3491  0.22
H: -0.9446 -6.1241 4.0619  0.20
H: 1.3852 -6.8777 4.4132  0.19
H: 3.2093 -5.9268 3.0065  0.20
H: 2.6824 -4.2998 1.2377  0.21
C: -6.0988 -2.9990 2.8874  -0.61
C: -5.5690 -1.9596 3.8715  -0.39
C: -5.1860 -0.6184 3.2436  -0.41
C: -3.8090 -0.5796 2.5890  -0.23
N: -3.6160 -1.5485 1.5109  -0.63
C: -4.0541 -1.3736 0.2366  0.35
S: -5.2248 -0.2291 -0.2112  -0.40
N: -3.4840 -2.2198 -0.6349  -0.64
C: -3.8145 -2.2951 -2.0464  -0.22
C: -5.0610 -3.1184 -2.3477  -0.41
C: -4.9456 -4.6082 -2.0243  -0.40
C: -5.1392 -4.9650 -0.5546  -0.61
H: -6.4724 -3.8824 3.4116  0.19
H: -5.3322 -3.3193 2.1852  0.23
H: -6.9184 -2.5857 2.2944  0.20
H: -4.7061 -2.3672 4.4119  0.19
H: -6.3368 -1.7805 4.6320  0.18
H: -5.1729 0.1562 4.0184  0.19
H: -5.9421 -0.3192 2.5159  0.23
H: -3.0720 -0.8713 3.3450  0.19
H: -3.5561 0.4219 2.2386  0.25
H: -2.7658 -2.0999 1.5731  0.43
H: -2.5699 -2.5875 -0.3564  0.45
H: -2.9452 -2.7530 -2.5217  0.22
H: -3.9246 -1.2856 -2.4502  0.21
H: -5.2618 -3.0021 -3.4185  0.19
H: -5.9151 -2.6781 -1.8250  0.21
H: -3.9718 -4.9761 -2.3624  0.21
H: -5.6971 -5.1501 -2.6092  0.18
H: -4.3970 -4.4869 0.0837  0.22
H: -5.0659 -6.0448 -0.4007  0.19
H: -6.1218 -4.6426 -0.1980  0.20

***

Entry 2:
Molecular formula: C6H6Br2F3ISi
Method: DFT, ωB97M-V/def2-TZVPD

HOMO level	-9.9646	eV
maximum force	0.0413	hartree/bohr
structure (SMILES)	C#C[Si@H](I)CC[C@](F)(Br)C(F)(F)Br
electronic energy	-170534.41395	eV

Last column: natural (NBO) charge in e.
Positions of all 19 atoms, in Å:
C: 1.6020 -1.6446 -3.4918  -0.15
C: 0.6444 -1.5023 -2.7606  -0.50
Si: -0.7631 -1.1969 -1.6128  1.13
I: -2.9280 -1.6017 -2.6765  -0.19
C: -0.6169 0.5674 -0.9385  -0.87
C: -0.7558 0.6463 0.5898  -0.48
C: 0.5575 0.7190 1.2965  0.27
F: 1.1457 1.8640 0.9433  -0.33
Br: 1.7407 -0.7489 0.8350  0.05
C: 0.4242 0.7974 2.8575  0.61
F: 0.0838 2.0021 3.1859  -0.30
F: 1.5716 0.5457 3.4275  -0.31
Br: -0.8099 -0.5071 3.5802  0.00
H: 2.5083 -1.5129 -3.9994  0.23
H: -0.5812 -2.1191 -0.4820  -0.16
H: -1.4614 1.1058 -1.3558  0.25
H: 0.2687 1.0565 -1.3249  0.26
H: -1.2776 1.5667 0.8275  0.24
H: -1.3830 -0.1636 0.9327  0.24

***

Entry 3:
Molecular formula: C4H5NO2
Method: DFT, ωB97M-V/def2-TZVPD

HOMO level	-9.6072	eV
energy relative to the best compared isomer or geometry (same formula, charge and spin)	4.8885	eV
maximum force	0.0214	hartree/bohr
electronic energy	-9809.42629	eV

Last column: natural (NBO) charge in e.
Positions of all 12 atoms, in Å:
O: -2.6111 0.9595 -0.2625  -0.47
C: -1.7663 0.2293 0.1512  0.45
C: -0.2420 0.0826 -0.6174  0.05
C: 0.1672 0.7867 0.5489  -0.19
N: 2.2033 -0.0400 0.3801  -0.42
C: 1.9906 -1.0466 -0.1806  0.19
O: -0.0360 -1.1839 -0.7030  -0.66
H: -1.8985 -0.6395 0.8186  0.15
H: -0.3646 0.6984 -1.5204  0.19
H: 0.1975 1.8744 0.5682  0.23
H: 0.1960 0.2637 1.4999  0.22
H: 2.1644 -1.9976 -0.6391  0.24

***

Q: maximum force of number 2 (C6H6Br2F3ISi)?
A: 0.0413 hartree/bohr

***

Q: Which of these has the lowest maximum force?
A: C40H50N6O3RbS3

***

Copy entry 3 word for word.
Molecular formula: C4H5NO2
Method: DFT, ωB97M-V/def2-TZVPD

HOMO level	-9.6072	eV
energy relative to the best compared isomer or geometry (same formula, charge and spin)	4.8885	eV
maximum force	0.0214	hartree/bohr
electronic energy	-9809.42629	eV

Last column: natural (NBO) charge in e.
Positions of all 12 atoms, in Å:
O: -2.6111 0.9595 -0.2625  -0.47
C: -1.7663 0.2293 0.1512  0.45
C: -0.2420 0.0826 -0.6174  0.05
C: 0.1672 0.7867 0.5489  -0.19
N: 2.2033 -0.0400 0.3801  -0.42
C: 1.9906 -1.0466 -0.1806  0.19
O: -0.0360 -1.1839 -0.7030  -0.66
H: -1.8985 -0.6395 0.8186  0.15
H: -0.3646 0.6984 -1.5204  0.19
H: 0.1975 1.8744 0.5682  0.23
H: 0.1960 0.2637 1.4999  0.22
H: 2.1644 -1.9976 -0.6391  0.24